The following is a DFT calculation (wB97M-V/def2-TZVPD) of a structure of composition C25H31DyN5O7S3.

```
72
Properties=species:S:1:pos:R:3:lowdin_charge:R:1
Dy -1.1566 1.2617 0.3551 1.571
C 0.3211 2.2885 3.4070 -0.166
C -0.8062 3.2325 3.0103 -0.164
N -1.9422 2.5079 2.4103 -0.187
C -2.9163 1.9476 3.3550 -0.236
C -2.4439 0.6730 4.0558 -0.412
S -1.6842 -0.5546 2.9363 0.922
C 0.0024 -0.7232 3.5993 -0.422
C 1.0733 0.0238 2.7999 -0.243
N 0.5995 1.3282 2.3226 -0.163
H 0.0511 1.7338 4.3010 0.099
H 1.2062 2.8736 3.6520 0.136
H -0.4341 3.9211 2.2541 0.122
H -1.1275 3.8116 3.8777 0.133
H -2.4281 3.1924 1.8411 0.095
H -3.8214 1.7256 2.7904 0.125
H -3.1794 2.6786 4.1234 0.129
H -3.3061 0.1811 4.5021 0.082
H -1.7388 0.8818 4.8597 0.074
H 0.2215 -1.7904 3.5843 0.083
H -0.0228 -0.4219 4.6462 0.079
H 1.3603 -0.5642 1.9269 0.115
H 1.9597 0.1226 3.4296 0.131
H 1.3191 1.7228 1.7306 0.101
O 1.8944 1.2661 -2.3175 -0.235
S 0.6327 1.5567 -1.7314 0.535
O -0.2354 0.3615 -1.4752 -0.416
O 0.7118 2.2132 -0.4043 -0.409
C -0.2890 2.5295 -2.9137 -0.207
C 0.2513 2.5000 -4.1941 -0.030
C -0.4045 3.1277 -5.2450 -0.029
C -1.5964 3.7925 -5.0264 -0.030
C -2.1491 3.8314 -3.7552 -0.030
C -1.5103 3.2045 -2.6959 -0.217
S -2.3919 3.2709 -1.1578 0.537
O -2.7899 1.8452 -0.8770 -0.432
O -1.4487 3.5938 -0.0736 -0.382
O -3.4865 4.1634 -1.3024 -0.223
H 1.1924 1.9902 -4.3482 0.120
H 0.0293 3.0954 -6.2373 0.122
H -2.1029 4.2915 -5.8449 0.123
H -3.0778 4.3518 -3.5616 0.121
C 6.4337 -3.3647 0.8763 -0.049
C 5.0342 -3.2642 0.3182 -0.278
C 4.4840 -2.0388 -0.0397 -0.045
C 3.2147 -1.9537 -0.5928 -0.031
C 2.4590 -3.1010 -0.8046 -0.209
N 1.1427 -2.9242 -1.3346 0.138
C 0.3600 -3.8896 -1.8951 -0.496
O 0.6722 -5.0452 -2.0771 0.097
N -0.9342 -3.4742 -2.2821 0.146
C -1.8020 -2.5486 -1.7130 -0.203
C -3.0479 -2.3123 -2.2971 0.026
C -3.9390 -1.4509 -1.6916 -0.022
C -3.5595 -0.7935 -0.5362 -0.159
N -2.3576 -0.9677 0.0120 -0.100
C -1.5287 -1.8607 -0.5404 -0.116
C 2.9843 -4.3377 -0.4371 -0.004
C 4.2566 -4.4009 0.1147 -0.031
H 6.7602 -2.4151 1.3014 0.075
H 7.1413 -3.6359 0.0888 0.086
H 6.4972 -4.1309 1.6503 0.079
H 5.0576 -1.1281 0.1083 0.114
H 2.8217 -0.9856 -0.8846 0.097
H 0.8762 -1.9706 -1.5055 0.111
H -1.3402 -4.1427 -2.9115 0.148
H -3.3177 -2.8294 -3.2136 0.129
H -4.9233 -1.2859 -2.1114 0.121
H -4.2336 -0.1204 -0.0253 0.115
H -0.6102 -2.0572 -0.0035 0.116
H 2.4096 -5.2384 -0.5803 0.105
H 4.6528 -5.3714 0.3981 0.119
```

Values from the calculation:
Gap between HOMO and LUMO (alpha / beta)   0.284 / 0.285 Eh
⟨S²⟩   9.33
Multiplicity   6
E_HOMO (alpha / beta)   -10.39 / -10.39 eV
Net charge   +1

***

The following is a DFT calculation (wB97M-V/def2-TZVPD) of a structure of composition C26H35B2ClF6N8O7W.

```
86
Properties=species:S:1:pos:R:3:lowdin_charge:R:1
W 0.3860 0.2805 -0.1758 1.832
C -3.2315 -0.0877 1.0645 0.003
C -2.1096 -0.7436 1.7962 -0.278
C -2.2135 -1.5192 2.9446 0.016
C -0.9438 -1.9935 3.2000 -0.027
N -0.1118 -1.5384 2.2631 0.062
N -0.8160 -0.7339 1.4065 -0.044
B 1.3133 -2.1145 1.8793 -0.613
N 1.1573 -2.6105 0.4170 0.044
C 1.4040 -3.7954 -0.1416 -0.016
C 0.9216 -3.7874 -1.4361 0.021
C 0.3819 -2.5242 -1.6279 -0.289
C -0.3919 -2.0463 -2.8098 -0.010
N 0.5589 -1.8078 -0.4979 -0.054
N 2.3215 -0.9469 1.8754 0.076
C 3.3701 -0.6537 2.6296 0.008
C 3.7899 0.6404 2.3486 0.032
C 2.9187 1.1257 1.4079 -0.297
C 2.8387 2.5147 0.8907 0.010
N 2.0423 0.1314 1.0633 -0.075
N 1.6671 -3.2622 2.7802 -0.007
C 0.9803 -4.4332 2.8939 -0.106
C 1.6068 -5.1931 3.8378 -0.004
C 2.6982 -4.4012 4.2742 -0.332
C 3.7340 -4.7369 5.3044 -0.025
N 2.7292 -3.2441 3.6417 0.121
H -4.1624 -0.3275 1.5739 0.096
H -3.1168 0.9930 1.0256 0.072
H -3.2967 -0.4609 0.0433 0.086
H -3.1141 -1.7265 3.4991 0.123
H -0.5842 -2.6508 3.9764 0.139
H 1.8894 -4.5750 0.4232 0.138
H 0.9424 -4.5969 -2.1467 0.123
H 0.0694 -2.3949 -3.7321 0.091
H -1.3970 -2.4714 -2.7669 0.102
H -0.4827 -0.9661 -2.8575 0.050
H 3.7261 -1.3895 3.3338 0.114
H 4.6095 1.1721 2.8037 0.128
H 3.6647 2.7304 0.2176 0.093
H 1.9183 2.7246 0.3592 0.051
H 2.9016 3.1979 1.7379 0.098
H 0.1002 -4.6326 2.3004 0.133
H 1.3310 -6.1793 4.1754 0.110
H 3.5536 -5.7246 5.7249 0.078
H 4.7334 -4.7321 4.8693 0.081
H 3.7231 -4.0147 6.1207 0.080
O -0.9835 2.3731 -2.8971 -0.210
Cl -1.2596 2.2509 -1.5163 0.814
O -2.3971 2.9615 -1.0869 -0.195
O -1.4346 0.7362 -1.1600 -0.439
O -0.0592 2.5206 -0.6701 -0.404
C 1.8431 0.0040 -4.0989 0.032
C 2.2851 0.6807 -2.8103 -0.352
O 1.2593 0.6065 -1.8712 -0.279
C 2.6450 2.1626 -3.1288 -0.571
F 3.8661 2.2327 -3.6661 0.183
F 1.7832 2.6643 -4.0144 0.172
F 2.6131 2.9466 -2.0574 0.171
C 3.5235 -0.0617 -2.2398 -0.562
F 4.3539 -0.4285 -3.2131 0.185
F 3.1309 -1.1623 -1.5903 0.159
F 4.1975 0.6969 -1.3641 0.171
H 0.8491 0.3578 -4.3598 0.105
H 1.8263 -1.0761 -3.9651 0.090
H 2.5267 0.2387 -4.9120 0.113
C -1.0409 4.4187 2.6149 0.004
C -1.2803 2.9725 3.0072 -0.423
C -2.6477 2.8178 3.6421 0.001
O -1.2979 2.2192 1.7564 0.060
B -0.1932 1.4126 1.7170 -0.686
O 0.5664 1.4502 2.8516 0.098
C -0.0964 2.3160 3.8262 -0.417
C -0.5423 1.4212 4.9670 0.002
C 0.9490 3.2974 4.3167 -0.001
H -1.8718 4.7568 1.9949 0.102
H -0.1247 4.5310 2.0332 0.096
H -0.9801 5.0658 3.4915 0.100
H -3.3995 3.1894 2.9446 0.101
H -2.7265 3.4024 4.5612 0.104
H -2.8738 1.7781 3.8750 0.084
H -1.1855 0.6176 4.6089 0.077
H -1.0815 1.9849 5.7296 0.101
H 0.3373 0.9738 5.4320 0.100
H 1.3628 3.8957 3.5059 0.079
H 1.7615 2.7420 4.7872 0.098
H 0.5275 3.9765 5.0608 0.104
```

Values from the calculation:
Gap between HOMO and LUMO (alpha / beta)   0.268 / 0.277 Eh
⟨S²⟩   0.76
Multiplicity   2
E_HOMO (alpha / beta)   -11.83 / -11.89 eV
Net charge   +1

***

The following is a DFT calculation (wB97M-V/def2-TZVPD) of a cluster of 2 separate species, C8H16FN2O in total.

```
28
Properties=species:S:1:pos:R:3:lowdin_charge:R:1
C -0.5351 -0.8613 0.1645 -0.132
C 0.6171 -0.1049 0.1395 0.033
C -1.6957 -0.0636 0.2018 0.078
C 2.4036 0.8270 -1.0998 -0.015
C 2.4693 -1.5396 -0.4873 -0.027
C 2.6839 0.2935 1.3858 0.015
C -2.1598 2.3519 0.0529 0.043
C 2.0437 -0.1841 0.0414 -0.536
N -1.3031 1.1759 0.1007 -0.145
N -4.2926 -1.5072 0.0138 0.025
O 0.0526 1.3607 -0.1016 0.067
F -0.6602 -2.2214 0.3363 0.085
H -2.7365 -0.6142 0.2916 0.136
H 3.4954 0.9597 -1.1556 0.120
H 1.9046 0.4381 -1.9353 0.075
H 1.9818 1.7921 -1.0427 0.066
H 1.9829 -1.8661 -1.4542 0.125
H 2.3085 -2.2712 0.3403 0.107
H 3.5650 -1.5293 -0.5551 0.102
H 2.0798 -0.1276 2.1639 0.082
H 2.7253 1.3825 1.4994 0.105
H 3.6298 -0.1299 1.5551 0.075
H -1.5760 3.2643 0.5437 0.159
H -2.4111 2.5558 -1.0186 0.121
H -2.9943 2.0833 0.6904 0.101
H -4.2818 -2.5178 0.2988 0.082
H -4.0353 -1.5524 -0.9528 0.035
H -5.2617 -1.3940 -0.0168 0.017
```

Values from the calculation:
Gap between HOMO and LUMO   0.360 Eh
E_HOMO   -14.01 eV
Net charge   +1

***

The following is a DFT calculation (wB97M-V/def2-TZVPD) of a structure of composition C11H14S.

```
26
Properties=species:S:1:pos:R:3:lowdin_charge:R:1
C 3.4847 1.2905 0.7822 -0.084
C 3.1530 1.9016 -0.5131 -0.077
C 2.4998 0.6020 1.3558 -0.056
C 2.0022 1.5271 -1.1255 -0.065
C 1.3937 -0.0641 0.6431 -0.190
C 0.9578 0.6893 -0.5460 -0.269
C 0.9398 -1.2899 1.0014 -0.067
C -0.3172 0.9352 -0.8128 0.077
C 0.1485 -2.3638 0.2237 -0.043
C -2.9004 -0.1829 -0.3833 -0.212
C -1.7916 0.3264 0.4600 -0.593
S -2.2399 1.9667 1.0831 0.725
H 4.3632 1.5535 1.3658 0.103
H 3.9375 2.5265 -0.8134 0.078
H 2.6949 0.1987 2.3334 0.103
H 1.6697 2.0563 -2.1196 0.142
H 1.1699 -1.7456 1.8797 0.066
H -0.8389 1.6866 -1.4353 0.083
H -0.8270 -2.0428 0.3620 0.016
H 0.4223 -3.2683 0.7479 0.075
H 0.4144 -2.3924 -0.8032 0.073
H -3.9886 0.1642 0.0338 0.115
H -2.9342 -1.3681 -0.5076 0.113
H -2.8979 0.1799 -1.3339 0.011
H -1.3932 -0.2085 1.2086 0.001
H -2.6317 2.4127 -0.1264 -0.126
```

Values from the calculation:
Gap between HOMO and LUMO   0.285 Eh
E_HOMO   -7.56 eV

***

ΔE to the lowest compared entry with this formula, charge and spin in eV, matching the order above: 0.000, 5.561, 1.776, 3.762
Strongest force on any atom in eV/Å, matching the order above: 4.11, 1.44, 4.60, 6.95